No. 1
Below is a single C5H12N2O3S molecule in a non-equilibrium geometry, with properties calculated with the ωB97M-V functional and the def2-TZVPD basis.

Computed properties:
Largest force on an atom = 7.04 eV/A
Gap between HOMO and LUMO = 0.392 hartree
Relative energy (zero: lowest compared OMol25 entry of this formula, charge and spin) = 1.583 eV
SMILES = CC[C@@](N)(C(N)=O)S(C)(=O)=O
E_tot = -25336.136 eV

Structure (ORCA input):
```
! RIJCOSX wB97M-V def2-TZVPD def2/J DEFGRID3
* xyz 0 1
C 0.166 -1.197 2.362
C -0.404 -0.310 1.309
C 0.308 -0.039 0.050
N 1.531 1.086 0.131
C 0.950 -1.342 -0.621
N 0.114 -2.055 -1.389
O 2.138 -1.574 -0.572
S -0.770 0.820 -1.230
C -1.052 2.603 -0.762
O 0.024 0.976 -2.429
O -1.971 0.004 -1.317
H 0.447 -2.265 1.857
H 1.071 -0.863 2.865
H -0.683 -1.484 3.040
H -1.400 -0.784 0.967
H -0.763 0.613 1.781
H 2.279 0.627 0.414
H 1.723 1.259 -0.830
H -0.763 -1.715 -1.611
H 0.505 -2.851 -1.931
H -2.145 2.651 -0.679
H -0.687 2.718 0.195
H -0.617 3.123 -1.601
*
```

***

No. 2
Below is a single C5H12N2S molecule in a non-equilibrium geometry, with properties calculated with the ωB97M-V functional and the def2-TZVPD basis.

Computed properties:
Largest force on an atom = 4.67 eV/A
Gap between HOMO and LUMO = 0.340 hartree
Relative energy (zero: lowest compared OMol25 entry of this formula, charge and spin) = 4.670 eV
SMILES = CC(C)/N=C/N(C)S
E_tot = -19190.046 eV

Structure (ORCA input):
```
! RIJCOSX wB97M-V def2-TZVPD def2/J DEFGRID3
* xyz 0 1
C 2.040 0.923 -0.159
C 1.514 -0.465 -0.527
C 2.044 -1.401 0.589
N 0.010 -0.650 -0.653
C -0.675 0.353 -0.049
N -1.991 0.148 0.043
C -3.152 0.977 0.183
S -2.434 -1.512 -0.093
H 1.871 1.309 0.884
H 3.088 0.855 -0.466
H 1.561 1.677 -0.780
H 2.075 -0.717 -1.379
H 1.973 -0.752 1.659
H 3.190 -1.899 0.400
H 1.106 -2.317 0.842
H -0.272 1.271 0.417
H -2.686 2.192 -0.079
H -3.932 0.898 -0.795
H -3.579 0.888 1.330
H -1.749 -1.777 -1.367
*
```

***

No. 3
Below is a molecular structure, C5H12N2S in a non-equilibrium geometry, with properties calculated with the ωB97M-V functional and the def2-TZVPD basis.

Computed properties:
Largest force on an atom = 6.55 eV/A
Gap between HOMO and LUMO = 0.342 hartree
Relative energy (zero: lowest compared OMol25 entry of this formula, charge and spin) = 8.457 eV
E_tot = -19186.259 eV

Structure (ORCA input):
```
! RIJCOSX wB97M-V def2-TZVPD def2/J DEFGRID3
* xyz 0 1
C -1.416 2.250 0.258
C -1.074 0.837 -0.350
C 0.189 -0.767 -0.161
C 1.519 -1.163 0.753
C -1.190 -0.533 0.369
H -1.265 1.766 1.503
H -2.572 2.599 -0.287
H -0.131 3.265 0.223
H -1.463 0.895 -1.411
H 1.069 0.918 0.141
H 0.012 -1.706 -0.866
H 1.741 -0.289 1.425
H 1.566 -2.019 1.348
H 2.388 0.081 -1.189
H 2.552 -1.464 -0.928
H -1.200 -0.437 1.463
H -1.779 -2.150 -1.304
N 0.516 0.555 -0.637
N 2.746 -0.769 -0.263
S -2.207 -1.870 -0.087
*
```

***

No. 4
Below is a gas-phase ion, C5H12N3O (charge +1) in a non-equilibrium geometry, with properties calculated with the ωB97M-V functional and the def2-TZVPD basis.

Computed properties:
Largest force on an atom = 4.92 eV/A
Gap between HOMO and LUMO = 0.362 hartree
Relative energy (zero: lowest compared OMol25 entry of this formula, charge and spin) = 4.395 eV
SMILES = C=C(C)NC(=[NH2+])N(C)O
E_tot = -11887.764 eV

Structure (ORCA input):
```
! RIJCOSX wB97M-V def2-TZVPD def2/J DEFGRID3
* xyz 1 1
C -1.333 1.245 0.747
C -1.680 0.250 -0.025
C -3.037 -0.109 -0.541
N -0.529 -0.560 -0.575
C 0.739 -0.605 -0.373
N 1.235 -1.852 -0.316
N 1.458 0.497 -0.084
C 2.762 0.321 0.497
O 1.686 1.529 -1.014
H -2.149 1.819 1.121
H -0.343 1.404 1.008
H -3.729 0.676 -0.259
H -3.321 -1.073 -0.205
H -2.976 -0.152 -1.640
H -0.900 -1.496 -0.558
H 0.638 -2.722 -0.212
H 2.201 -2.039 -0.590
H 2.753 -0.445 1.277
H 3.612 0.224 -0.136
H 2.969 1.115 1.068
H 1.015 2.094 -1.309
*
```

***

No. 5
Below is a single C5H12N4 molecule in a non-equilibrium geometry, with properties calculated with the ωB97M-V functional and the def2-TZVPD basis.

Computed properties:
Largest force on an atom = 3.96 eV/A
Gap between HOMO and LUMO (spin up / spin down) = 0.321 / 0.321 hartree
Relative energy (zero: lowest compared OMol25 entry of this formula, charge and spin) = 4.858 eV
E_tot = -11335.363 eV

Structure (ORCA input):
```
! RIJCOSX wB97M-V def2-TZVPD def2/J DEFGRID3
* xyz 0 1
C 0.350 -0.345 0.030
C 0.400 0.299 1.439
C -2.114 -1.237 0.407
C -1.546 0.676 -1.176
C -1.073 -0.660 -0.483
N 1.292 -1.062 -0.479
N 2.561 -0.891 -0.312
N 2.239 1.396 -0.340
N 2.968 0.316 -0.209
H -0.546 0.435 1.917
H 0.857 1.252 1.464
H 0.977 -0.388 1.976
H -1.909 -2.218 0.815
H -2.997 -1.039 -0.057
H -2.345 -0.551 1.276
H -1.817 1.517 -0.567
H -2.541 0.425 -1.681
H -0.727 0.865 -1.892
H -0.873 -1.344 -1.260
H 2.874 2.248 -0.484
H 3.973 0.305 -0.380
*
```

***

No. 6
Below is a gas-phase ion, C5H12N4S (charge +2) in a non-equilibrium geometry, with properties calculated with the ωB97M-V functional and the def2-TZVPD basis.

Computed properties:
Largest force on an atom = 3.44 eV/A
Gap between HOMO and LUMO = 0.358 hartree
Relative energy (zero: lowest compared OMol25 entry of this formula, charge and spin) = 4.836 eV
E_tot = -22152.497 eV

Structure (ORCA input):
```
! RIJCOSX wB97M-V def2-TZVPD def2/J DEFGRID3
* xyz 2 1
C -2.768 0.426 0.042
C 3.017 0.921 0.249
C 2.102 1.930 -0.334
C 1.478 0.655 0.162
C 0.049 -1.493 0.196
N -0.766 0.539 -1.363
N -1.762 0.497 -0.558
N -3.802 0.723 0.720
N -0.336 -2.856 -0.032
S 0.708 -0.576 -0.930
H 3.811 0.661 -0.420
H 3.293 0.907 1.342
H 2.034 2.707 0.358
H 2.180 2.130 -1.366
H 0.848 0.722 1.073
H 0.299 -1.259 1.268
H -0.574 1.200 -2.082
H -4.572 0.135 0.748
H -3.774 1.597 1.199
H -0.235 -3.427 0.868
H -1.332 -2.823 -0.298
H 0.103 -3.316 -0.841
*
```

***

No. 7
Below is a gas-phase ion, C5H12N6S2 (charge +2) in a non-equilibrium geometry, with properties calculated with the ωB97M-V functional and the def2-TZVPD basis.

Computed properties:
Largest force on an atom = 6.12 eV/A
Gap between HOMO and LUMO = 0.320 hartree
Relative energy (zero: lowest compared OMol25 entry of this formula, charge and spin) = 0.358 eV
SMILES = Nc1[nH]c[nH+]c1N(S)CN(S)C=[NH2+]
E_tot = -35972.551 eV

Structure (ORCA input):
```
! RIJCOSX wB97M-V def2-TZVPD def2/J DEFGRID3
* xyz 2 1
N -2.044 1.118 2.095
C -2.217 0.415 0.998
N -3.400 -0.219 0.684
C -3.396 -0.790 -0.549
N -2.086 -0.627 -1.058
C -1.337 0.091 -0.168
N -0.098 0.604 -0.575
S 0.212 2.263 -0.377
C 0.981 -0.224 -1.160
N 1.814 -0.976 -0.186
S 1.496 -2.718 0.165
C 2.591 -0.429 0.743
N 2.998 0.771 0.919
H -1.214 1.169 2.566
H -2.832 1.213 2.647
H -4.285 0.134 1.175
H -4.143 -1.306 -0.995
H -1.981 -0.794 -2.065
H -0.083 2.728 -1.622
H 0.552 -1.089 -1.896
H 1.690 0.575 -1.725
H 1.785 -3.294 -1.090
H 2.937 -1.331 1.383
H 2.669 1.602 0.246
H 3.674 0.862 1.701
*
```

***

No. 8
Below is a gas-phase ion, C5H12NO (charge -1) in a non-equilibrium geometry, with properties calculated with the ωB97M-V functional and the def2-TZVPD basis.

Computed properties:
Largest force on an atom = 5.74 eV/A
Gap between HOMO and LUMO = 0.239 hartree
Relative energy (zero: lowest compared OMol25 entry of this formula, charge and spin) = 2.049 eV
SMILES = CC(C)[C@H](N)C[O-]
E_tot = -8915.014 eV

Structure (ORCA input):
```
! RIJCOSX wB97M-V def2-TZVPD def2/J DEFGRID3
* xyz -1 1
C -0.102 -1.395 1.235
C -0.709 -0.132 0.308
C -1.867 -0.368 -0.598
C 0.501 0.501 -0.398
N 1.263 -0.519 -1.254
C 1.309 1.475 0.563
O 1.159 1.326 1.900
H -1.117 -1.746 1.817
H 0.309 -2.205 0.603
H 0.633 -0.836 1.708
H -1.218 0.596 0.934
H -2.122 0.559 -0.973
H -2.565 -0.840 0.106
H -1.632 -1.023 -1.560
H 0.184 1.215 -1.156
H 2.096 -0.008 -1.425
H 0.709 -0.556 -2.120
H 0.817 2.503 0.157
H 2.351 1.453 0.154
*
```

***

> relative energy (zero: lowest compared OMol25 entry of this formula, charge and spin) of number 4 (C5H12N3O)?

4.395 eV

***

> Among the records above, which one has the lowest E_tot?

C5H12N6S2

***

> What is the largest force on an atom in the second record?

4.67 eV/A

***

Copy entry 4 word for word.
Below is a gas-phase ion, C5H12N3O (charge +1) in a non-equilibrium geometry, with properties calculated with the ωB97M-V functional and the def2-TZVPD basis.

Computed properties:
Largest force on an atom = 4.92 eV/A
Gap between HOMO and LUMO = 0.362 hartree
Relative energy (zero: lowest compared OMol25 entry of this formula, charge and spin) = 4.395 eV
SMILES = C=C(C)NC(=[NH2+])N(C)O
E_tot = -11887.764 eV

Structure (ORCA input):
```
! RIJCOSX wB97M-V def2-TZVPD def2/J DEFGRID3
* xyz 1 1
C -1.333 1.245 0.747
C -1.680 0.250 -0.025
C -3.037 -0.109 -0.541
N -0.529 -0.560 -0.575
C 0.739 -0.605 -0.373
N 1.235 -1.852 -0.316
N 1.458 0.497 -0.084
C 2.762 0.321 0.497
O 1.686 1.529 -1.014
H -2.149 1.819 1.121
H -0.343 1.404 1.008
H -3.729 0.676 -0.259
H -3.321 -1.073 -0.205
H -2.976 -0.152 -1.640
H -0.900 -1.496 -0.558
H 0.638 -2.722 -0.212
H 2.201 -2.039 -0.590
H 2.753 -0.445 1.277
H 3.612 0.224 -0.136
H 2.969 1.115 1.068
H 1.015 2.094 -1.309
*
```